1.
{
  "formula": "C23H26ClN3O4S",
  "method": "ωB97M-V with the def2-TZVPD basis set",
  "orbital_gap_ev": 9.05,
  "e_above_lowest_kj_mol": 6.9,
  "lumo_ev": 0.43,
  "smiles": "CN1C(=O)C(C)(C)c2cc(S(=O)(=O)N3CCC(C(=O)Nc4ccc(Cl)cc4)CC3)ccc21",
  "symbols": ["C", "N", "C", "O", "C", "C", "C", "C", "C", "C", "S", "O", "O", "N", "C", "C", "C", "C", "O", "N", "C", "C", "C", "C", "Cl", "C", "C", "C", "C", "C", "C", "C", "H", "H", "H", "H", "H", "H", "H", "H", "H", "H", "H", "H", "H", "H", "H", "H", "H", "H", "H", "H", "H", "H", "H", "H", "H", "H"],
  "xyz": [[-6.366827, -1.900225, -1.886472], [-5.390905, -1.692680, -0.850604], [-5.108952, -2.625447, 0.118486], [-5.639268, -3.705350, 0.202887], [-4.029401, -2.043457, 1.037373], [-4.578587, -1.938805, 2.462821], [-2.787293, -2.937541, 0.998836], [-3.785490, -0.696119, 0.420271], [-2.927501, 0.317762, 0.772472], [-2.927676, 1.467475, -0.005670], [-1.794439, 2.766765, 0.448898], [-1.913849, 3.857464, -0.480380], [-1.923895, 3.052112, 1.847512], [-0.328158, 1.962540, 0.243900], [0.771877, 2.528256, 0.995384], [1.950942, 1.560439, 0.968861], [2.371343, 1.296928, -0.484504], [3.492879, 0.260505, -0.494319], [3.293819, -0.920968, -0.655726], [4.718381, 0.816319, -0.267564], [5.963781, 0.189222, -0.164493], [7.077966, 0.991653, 0.078393], [8.337017, 0.436013, 0.188020], [8.489296, -0.935214, 0.054299], [10.063606, -1.636518, 0.188784], [7.391073, -1.744895, -0.186334], [6.131472, -1.186833, -0.295725], [1.162674, 0.782124, -1.266695], [-0.001253, 1.760161, -1.149997], [-3.754460, 1.615337, -1.101753], [-4.625823, 0.597600, -1.466162], [-4.627410, -0.552826, -0.694645], [-7.156631, -1.149142, -1.826827], [-6.794917, -2.890370, -1.733770], [-5.898126, -1.854573, -2.871284], [-3.814442, -1.550737, 3.131173], [-4.888251, -2.923297, 2.805001], [-5.438055, -1.272444, 2.492283], [-3.057425, -3.945949, 1.302623], [-2.374448, -2.975319, -0.007076], [-2.027451, -2.552397, 1.673780], [-2.266925, 0.257993, 1.621232], [1.073414, 3.499903, 0.573220], [0.411204, 2.688612, 2.011889], [1.650301, 0.616642, 1.425443], [2.778898, 1.977501, 1.545186], [2.724351, 2.232134, -0.933685], [4.749189, 1.819597, -0.146857], [6.958062, 2.060954, 0.181891], [9.195755, 1.061113, 0.374667], [7.519269, -2.810691, -0.288952], [5.275138, -1.811851, -0.483525], [0.871423, -0.186338, -0.859540], [1.425836, 0.645684, -2.316297], [0.251287, 2.718390, -1.629027], [-0.891210, 1.359682, -1.639708], [-3.705022, 2.537575, -1.658813], [-5.276140, 0.705538, -2.319206]],
  "atomic_forces_ev_per_a": [[-0.1170, -0.0763, -0.0940], [-0.1563, 0.0346, -0.2110], [0.1035, -0.0194, 0.1337], [-0.0097, -0.1951, 0.1183], [0.1546, -0.0561, 0.2332], [-0.0793, -0.0604, -0.2001], [-0.2064, 0.0073, -0.1038], [-0.0347, 0.1074, -0.1118], [-0.2529, -0.3182, -0.0226], [0.4182, 0.6141, -0.0178], [0.0691, -0.2963, -0.1247], [-0.0648, -0.2031, -0.1797], [0.0784, -0.2061, 0.1542], [-0.9118, 0.2638, 0.2148], [0.2453, 0.1969, 0.5822], [-0.1527, 0.2756, -0.1882], [-0.1713, -0.4584, 0.0701], [-0.1977, 0.6216, -0.0891], [-0.0537, -0.3276, -0.0167], [0.1560, 0.4004, 0.0607], [0.3176, -0.2563, 0.0358], [-0.1173, -0.1053, -0.0280], [-0.0010, -0.1199, -0.0169], [-0.2089, 0.0527, -0.0214], [0.2130, -0.0949, 0.0194], [0.2376, 0.1749, 0.0503], [-0.1892, -0.0172, -0.0272], [0.0045, 0.2129, 0.0684], [0.1078, -0.2014, -0.5920], [0.1215, 0.1823, 0.0424], [-0.1107, -0.2240, 0.0588], [0.3852, 0.4111, 0.1825], [-0.0026, -0.0129, -0.0276], [0.0149, 0.0854, -0.0404], [-0.0318, 0.0022, -0.0050], [0.0783, 0.0493, 0.0711], [-0.0155, -0.0785, 0.0627], [-0.0787, 0.0566, 0.0652], [0.0084, -0.0931, 0.0436], [0.0871, -0.0345, -0.0714], [0.0897, 0.0471, 0.0642], [0.1008, -0.1294, 0.1823], [0.0235, -0.0310, 0.0563], [0.2010, 0.0609, -0.0167], [0.0298, -0.0489, 0.0609], [-0.0164, -0.0068, 0.0444], [0.0323, -0.0012, 0.0223], [-0.1390, -0.1847, -0.0643], [-0.0096, 0.1201, 0.0115], [0.0831, 0.0381, 0.0178], [0.0296, -0.0936, -0.0059], [-0.0068, -0.0141, -0.0017], [0.0141, -0.0356, -0.0551], [-0.0386, -0.0453, -0.0108], [-0.0516, -0.0669, -0.0055], [0.1228, -0.0046, -0.1555], [-0.0296, 0.0821, -0.1224], [-0.0719, 0.0198, -0.0996]],
  "lowdin_charge": [-0.005, -0.015, -0.386, 0.107, -0.403, -0.003, -0.003, -0.098, 0.020, -0.284, 0.679, -0.284, -0.281, -0.238, -0.197, -0.117, -0.242, -0.435, 0.090, 0.134, -0.217, -0.026, -0.108, -0.685, 0.664, -0.094, -0.003, -0.121, -0.201, -0.049, 0.016, -0.145, 0.099, 0.093, 0.098, 0.088, 0.092, 0.097, 0.091, 0.096, 0.088, 0.129, 0.136, 0.118, 0.134, 0.121, 0.150, 0.142, 0.111, 0.105, 0.107, 0.101, 0.125, 0.129, 0.131, 0.120, 0.116, 0.111]
}

2.
{
  "formula": "C23H26ClN3O6",
  "method": "ωB97M-V with the def2-TZVPD basis set",
  "orbital_gap_ev": 8.69,
  "lumo_ev": 0.51,
  "smiles": "COCCCNC(=O)Cn1c(=O)n(Cc2ccccc2Cl)c(=O)c2cc(OC)c(OC)cc21",
  "symbols": ["C", "O", "C", "C", "C", "N", "C", "O", "C", "N", "C", "O", "N", "C", "C", "C", "C", "C", "C", "C", "Cl", "C", "O", "C", "C", "C", "O", "C", "C", "O", "C", "C", "C", "H", "H", "H", "H", "H", "H", "H", "H", "H", "H", "H", "H", "H", "H", "H", "H", "H", "H", "H", "H", "H", "H", "H", "H", "H", "H"],
  "xyz": [[-2.055794, 4.226081, 1.366317], [-0.872859, 4.595506, 2.033497], [-0.229355, 3.548536, 2.716010], [0.380368, 2.475234, 1.808285], [1.332718, 3.086475, 0.778710], [1.924397, 2.059429, -0.045997], [1.527999, 1.802917, -1.300001], [0.749247, 2.475874, -1.945063], [2.154876, 0.510607, -1.852635], [1.448854, -0.641042, -1.314896], [1.925309, -1.153058, -0.135184], [2.833557, -0.609060, 0.471646], [1.343474, -2.307017, 0.328642], [1.843407, -2.794431, 1.608857], [1.455176, -1.849112, 2.713814], [0.145271, -1.387968, 2.791279], [-0.244908, -0.491997, 3.768767], [0.679682, -0.035222, 4.693339], [1.985374, -0.487019, 4.641548], [2.366409, -1.389051, 3.659119], [4.003947, -1.935152, 3.643839], [0.291788, -2.987758, -0.280987], [-0.123599, -4.031588, 0.180153], [-0.262296, -2.310952, -1.441928], [-1.407766, -2.839216, -2.054833], [-2.017718, -2.185903, -3.098876], [-3.122076, -2.612285, -3.760594], [-3.697574, -3.835103, -3.365744], [-1.485523, -0.938682, -3.533466], [-2.173379, -0.327155, -4.516980], [-1.729064, 0.930192, -4.977734], [-0.342606, -0.430440, -2.944181], [0.291492, -1.118042, -1.907217], [-1.857378, 3.598332, 0.491420], [-2.739907, 3.695207, 2.039893], [-2.520942, 5.153527, 1.037838], [-0.928076, 3.067595, 3.418949], [0.563063, 4.037138, 3.288918], [0.920117, 1.760360, 2.433209], [-0.410111, 1.931025, 1.286918], [0.792484, 3.770365, 0.121095], [2.127051, 3.638583, 1.288399], [2.499035, 1.364525, 0.420694], [2.101345, 0.493293, -2.940876], [3.197225, 0.437364, -1.534652], [2.929394, -2.888302, 1.551738], [1.389938, -3.778017, 1.761431], [-0.576716, -1.748178, 2.072514], [-1.268229, -0.151209, 3.808918], [0.386301, 0.669590, 5.456239], [2.714713, -0.143873, 5.358534], [-1.783158, -3.768234, -1.658089], [-2.994757, -4.665689, -3.483789], [-4.044232, -3.799126, -2.328232], [-4.549363, -3.984256, -4.026846], [-0.744766, 0.856614, -5.450154], [-2.461940, 1.243150, -5.719087], [-1.689075, 1.666265, -4.169827], [0.029160, 0.530353, -3.252663]],
  "atomic_forces_ev_per_a": [[0.0197, 0.0010, -0.0136], [0.0400, 0.1871, -0.0805], [0.1716, -0.3691, 0.0669], [-0.0419, 0.5475, -0.0394], [-0.3505, 0.0553, 0.0802], [0.2578, 0.0659, 0.4353], [0.5053, -0.4382, -0.1452], [-0.3438, 0.2282, -0.2970], [0.0368, 0.3217, 0.0222], [0.2308, 0.0336, 0.1189], [-0.0024, 0.1862, -0.2946], [0.2753, -0.1275, 0.1948], [0.0706, -0.1972, 0.1752], [0.2080, -0.1939, 0.1269], [0.1065, 0.0429, 0.1091], [0.0675, -0.0179, 0.0851], [-0.0639, -0.0169, -0.0014], [-0.0048, -0.0185, 0.0022], [0.0391, 0.0026, 0.0046], [-0.3693, 0.0567, -0.0030], [0.3009, -0.0558, 0.0329], [-0.0253, -0.0361, -0.1360], [-0.1029, -0.0195, -0.0048], [-0.0264, 0.3475, -0.3261], [-0.0820, 0.1296, -0.1563], [0.0337, 0.0277, 0.0325], [0.1575, 0.3062, -0.0720], [-0.0787, -0.1748, 0.0614], [-0.0533, -0.2122, 0.0644], [-0.0148, -0.4047, 0.2536], [0.1052, 0.2960, -0.0926], [-0.0629, 0.1288, -0.2175], [-0.5796, -0.7087, 0.0473], [-0.0217, -0.0110, -0.0045], [-0.0096, -0.0011, -0.0118], [-0.0679, -0.0674, -0.0360], [0.0620, 0.0826, 0.0057], [-0.0409, -0.0943, 0.0557], [-0.0403, -0.0575, 0.0153], [0.0121, -0.1050, -0.0176], [0.1316, -0.0099, 0.1126], [-0.0513, 0.0509, -0.0546], [-0.0708, -0.0053, -0.2209], [-0.0322, 0.0532, 0.1286], [-0.1601, -0.0189, -0.1127], [-0.2193, -0.0415, -0.0044], [0.1450, 0.1776, -0.0464], [-0.0877, -0.0274, -0.0849], [-0.1051, 0.0353, 0.0014], [-0.0195, 0.0639, 0.0851], [0.0858, 0.0155, 0.0495], [-0.0876, -0.0927, -0.0059], [-0.0103, 0.0261, 0.0158], [0.0244, -0.0016, -0.0223], [0.0503, -0.0351, 0.0723], [-0.0270, -0.0090, 0.0411], [0.0788, 0.0041, 0.0471], [0.0119, -0.0459, -0.0124], [0.0252, 0.1410, -0.0294]],
  "lowdin_charge": [-0.107, -0.191, -0.238, -0.157, -0.160, 0.080, -0.466, 0.057, -0.025, 0.062, -0.414, 0.072, 0.082, -0.086, -0.217, -0.021, -0.089, -0.093, -0.105, -0.604, 0.726, -0.372, 0.088, -0.064, 0.064, -0.193, -0.061, -0.075, -0.177, -0.043, -0.058, 0.070, -0.120, 0.084, 0.090, 0.090, 0.118, 0.127, 0.101, 0.114, 0.122, 0.131, 0.118, 0.135, 0.135, 0.097, 0.137, 0.120, 0.106, 0.106, 0.103, 0.118, 0.099, 0.099, 0.095, 0.102, 0.097, 0.102, 0.087]
}

3.
{
  "formula": "C23H26CoN4O7S2",
  "method": "ωB97M-V with the def2-TZVPD basis set",
  "orbital_gap_ev": [6.55, 6.81],
  "multiplicity": 4,
  "lumo_ev": [-1.44, -1.44],
  "s_squared": 3.761,
  "symbols": ["Co", "O", "C", "O", "C", "O", "C", "C", "O", "O", "H", "H", "H", "H", "H", "N", "N", "C", "O", "O", "H", "H", "H", "S", "C", "N", "C", "C", "N", "C", "C", "C", "C", "C", "C", "C", "C", "S", "C", "C", "C", "C", "C", "C", "C", "H", "H", "H", "H", "H", "H", "H", "H", "H", "H", "H", "H", "H", "H", "H", "H", "H", "H"],
  "xyz": [[-0.554234, 0.574305, 2.714990], [-4.244407, 2.727099, 2.830300], [-3.033712, 2.404828, 3.270780], [-2.617710, 1.269775, 3.258470], [-2.271944, 3.605151, 3.814690], [-0.920586, 3.604468, 3.452045], [-0.602486, 4.115220, 2.165686], [-0.583242, 3.071286, 1.023779], [-0.460141, 3.497923, -0.115979], [-0.688863, 1.839864, 1.354235], [-4.686362, 1.936395, 2.490339], [-2.779778, 4.525339, 3.515102], [-2.289842, 3.517575, 4.902706], [-1.276604, 4.925515, 1.876753], [0.406356, 4.521328, 2.249224], [0.942041, 1.444598, 4.372527], [0.667340, 0.610177, 5.472463], [0.000285, -0.612871, 5.211226], [0.009397, -1.471705, 6.075373], [-0.567681, -0.670920, 4.056694], [1.889127, 1.322726, 4.028723], [0.795686, 2.411886, 4.619902], [1.368272, 0.546477, 6.193237], [1.492860, -0.119764, 1.623655], [0.894878, -0.570814, 0.106217], [1.746956, -0.597854, -0.935604], [1.369500, -1.338446, -2.131051], [-0.064159, -1.015723, -2.467439], [-0.913708, -1.324290, -1.327636], [-2.103769, -2.124691, -1.584912], [-1.795039, -3.602874, -1.708793], [-2.041905, -4.270559, -2.902584], [-1.791193, -5.631201, -3.018690], [-1.282332, -6.337205, -1.940570], [-1.021800, -5.675958, -0.747617], [-1.277337, -4.319329, -0.630341], [-0.489956, -1.013203, -0.081055], [-1.578942, -1.056017, 1.212125], [2.968304, 0.202838, -0.984120], [2.886057, 1.209199, -2.108417], [3.713592, 1.110413, -3.221224], [3.592733, 2.010964, -4.270234], [2.637040, 3.013923, -4.212786], [1.807589, 3.117380, -3.103620], [1.928590, 2.220196, -2.054043], [1.473052, -2.412907, -1.945933], [2.021125, -1.051680, -2.952226], [-0.392412, -1.596785, -3.327332], [-0.136718, 0.049564, -2.709247], [-2.552031, -1.770501, -2.514129], [-2.809922, -1.950704, -0.776733], [-2.446456, -3.728332, -3.750483], [-1.998604, -6.138788, -3.951994], [-1.098407, -7.400286, -2.025268], [-0.630010, -6.222108, 0.100672], [-1.088075, -3.817464, 0.309393], [3.832204, -0.455369, -1.110870], [3.063450, 0.707935, -0.027970], [4.460446, 0.324782, -3.263908], [4.244290, 1.925691, -5.130467], [2.542357, 3.718200, -5.029287], [1.063854, 3.901712, -3.047415], [1.272990, 2.313615, -1.191306]],
  "atomic_forces_ev_per_a": [[0.3374, 0.3486, 0.3813], [-0.2287, 0.3345, -0.0043], [0.2557, -0.3086, -0.0042], [-0.2403, 0.2833, 0.0733], [0.1263, -0.0298, -0.1500], [0.0788, 0.0269, 0.1318], [-0.0030, -0.2500, -0.2038], [-0.1927, -0.0923, 0.4116], [0.0907, 0.0852, -0.0218], [-0.0625, 1.5144, -1.5513], [0.0544, -0.1906, 0.0573], [0.0045, 0.0059, 0.0000], [-0.1514, 0.0284, 0.0162], [-0.0072, 0.0221, 0.0362], [-0.0211, 0.0533, -0.0662], [-0.0679, -0.1495, -0.0131], [-0.0855, 0.1252, 0.0116], [-0.1642, -0.1039, -0.2146], [0.0574, 0.1841, 0.0107], [0.0370, -1.4760, 1.6205], [0.0635, 0.0291, 0.0528], [-0.1217, 0.1122, -0.0257], [0.0646, -0.0338, 0.0084], [-0.3065, -0.4647, -0.8928], [2.4409, 0.7788, 0.8609], [-0.9092, 0.0379, 0.1208], [-0.2068, -0.1153, -0.1585], [0.3150, 0.0362, -0.2078], [0.8825, -0.0997, 0.5328], [-0.2898, 0.0089, 0.0047], [0.0617, 0.0307, -0.0779], [-0.0136, 0.0481, -0.0110], [0.0023, -0.0548, -0.0186], [-0.0221, 0.0045, -0.0361], [0.0093, 0.0057, 0.0237], [0.0061, 0.0334, -0.0014], [-2.6942, -0.3891, 0.1093], [0.6693, -0.4113, -0.7783], [0.2689, 0.0207, -0.1028], [-0.0441, -0.0966, -0.1535], [0.0169, -0.0336, 0.0922], [0.0258, 0.0207, -0.0383], [0.0358, -0.0046, -0.0198], [-0.0487, 0.0365, 0.0388], [0.0095, -0.0546, 0.1127], [0.0933, 0.0291, -0.0126], [0.0469, 0.0363, 0.0176], [-0.0243, -0.0508, 0.0418], [-0.1277, -0.0191, -0.0281], [-0.0019, 0.0643, 0.0226], [-0.0089, 0.0517, -0.0192], [-0.0032, 0.0204, 0.0201], [0.0052, 0.0051, 0.0020], [0.0215, 0.0083, -0.0030], [-0.0009, 0.0104, 0.0016], [-0.0008, 0.0285, 0.0420], [-0.0244, 0.0035, 0.0204], [0.0351, -0.0718, 0.0047], [0.0010, 0.0005, -0.0122], [-0.0054, 0.0104, -0.0002], [-0.0074, -0.0041, 0.0002], [-0.0074, -0.0129, 0.0270], [-0.0234, 0.0341, -0.0806]],
  "lowdin_charge": [0.357, 0.151, -0.449, 0.070, -0.099, -0.144, -0.088, -0.597, 0.031, -0.178, 0.142, 0.136, 0.151, 0.130, 0.134, -0.004, -0.007, -0.702, 0.033, -0.185, 0.073, 0.085, 0.126, 0.856, -0.592, -0.099, -0.098, -0.098, -0.096, -0.130, -0.204, -0.050, -0.084, -0.087, -0.072, -0.032, -0.594, 0.872, -0.124, -0.222, -0.058, -0.085, -0.086, -0.062, -0.023, 0.142, 0.127, 0.132, 0.141, 0.128, 0.080, 0.110, 0.103, 0.103, 0.108, 0.096, 0.136, 0.067, 0.111, 0.102, 0.102, 0.110, 0.100]
}

| no. | E_tot (eV) |
| --- | --- |
| 1 | -60292.894 |
| 2 | -53552.173 |
| 3 | -103864.682 |